[1]
Entry from the OMol25 dataset: a cluster of 11 separate species, C34H68Br8O12 in total at a distorted geometry (ωB97M-V with the def2-TZVPD basis set).

The value obtained for the HOMO energy is -9.48 eV. As for the charge: 0. Its HOMO-LUMO gap is 9.8 eV. As for the SMILES: CCOC(C)=O.CCOC(C)=O.CCOC(C)=O.CCOC(C)=O.CCOC(C)=O.CC(C)=O.CC(C)=O.BrCCBr.BrCCBr.BrCCBr.BrCCBr. The lowest unoccupied orbital energy comes out at 0.307 eV. The total energy comes out at -22831.2635 hartree.

Last column: Löwdin charge in e.
Atoms and positions in Å:
1 C -4.0394 -0.0637 1.1815  -0.023
2 C -4.8324 -1.0174 2.0021  -0.508
3 O -5.7151 -0.6568 2.7430  0.065
4 C -4.5611 -2.4893 1.7677  -0.013
5 H -4.4791 0.8692 0.8356  0.083
6 H -3.6755 -0.5450 0.2681  0.061
7 H -3.1312 0.1338 1.7653  0.039
8 H -5.4290 -3.0810 2.0442  0.085
9 H -3.6618 -2.8380 2.2840  0.073
10 H -4.3152 -2.6584 0.7167  0.078
11 C -2.5732 1.3681 5.3277  -0.031
12 C -1.8291 0.1691 5.8548  -0.519
13 O -0.7892 0.2329 6.4581  0.070
14 C -2.5285 -1.1484 5.6534  -0.019
15 H -3.3518 1.0408 4.6407  0.072
16 H -1.9150 2.0276 4.7642  0.037
17 H -2.9535 1.8773 6.2135  0.097
18 H -3.5584 -1.2017 6.0090  0.091
19 H -1.9645 -1.9995 6.0260  0.079
20 H -2.6274 -1.2464 4.5622  0.075
21 O -2.9272 -1.2317 -2.1213  0.054
22 C -2.9751 -0.3471 -2.9407  -0.511
23 O -3.5739 -0.4971 -4.1265  0.006
24 C -4.1664 -1.7657 -4.4209  -0.205
25 C -3.5299 -2.3499 -5.6650  -0.062
26 C -2.5089 1.0474 -2.6739  -0.044
27 H -5.2228 -1.5714 -4.5920  0.124
28 H -4.0419 -2.4995 -3.6309  0.113
29 H -2.4396 -2.3672 -5.5824  0.040
30 H -3.7896 -1.9106 -6.6279  0.080
31 H -3.7645 -3.4146 -5.7684  0.083
32 H -2.5361 1.7305 -3.5133  0.082
33 H -1.4565 0.9436 -2.3912  0.071
34 H -2.9974 1.3862 -1.7611  0.115
35 O 0.2109 0.3744 -3.4399  0.087
36 C 1.2223 -0.2205 -3.7369  -0.506
37 O 1.2403 -1.3680 -4.3973  0.000
38 C 0.0289 -1.8471 -5.0032  -0.215
39 C 0.0352 -1.4281 -6.4818  -0.037
40 C 2.6389 0.1161 -3.2991  0.033
41 H -0.8537 -1.4761 -4.4849  0.094
42 H 0.0254 -2.9297 -4.8775  0.118
43 H -0.8821 -1.7878 -6.9482  0.064
44 H 0.8261 -1.9681 -6.9962  0.081
45 H 0.0895 -0.3438 -6.4292  0.087
46 H 2.6962 1.1215 -2.9012  0.078
47 H 3.3153 -0.0282 -4.1433  0.090
48 H 2.9946 -0.6628 -2.6220  0.089
49 O -1.7286 2.7458 -2.1363  -0.056
50 C -0.9511 3.2887 -2.8802  -0.507
51 O -1.2344 3.8897 -4.0333  0.013
52 C -2.5957 4.0684 -4.4741  -0.183
53 C -3.1488 5.3820 -3.9281  -0.058
54 C 0.5315 3.3742 -2.5665  0.050
55 H -3.2233 3.2730 -4.0763  0.107
56 H -2.5235 3.9965 -5.5527  0.126
57 H -4.1362 5.6157 -4.3290  0.083
58 H -2.4543 6.2080 -4.0477  0.081
59 H -3.3692 5.2249 -2.8739  0.002
60 H 0.7272 2.8835 -1.6154  0.055
61 H 0.7721 4.4322 -2.4441  0.098
62 H 1.1584 2.8742 -3.2960  0.075
63 O 6.7441 -1.9595 -1.4918  0.108
64 C 5.8842 -1.1202 -1.4250  -0.558
65 O 4.7820 -1.1908 -0.7009  -0.049
66 C 4.5872 -2.2289 0.2784  -0.227
67 C 5.1587 -1.8535 1.6102  -0.058
68 C 5.8274 0.1192 -2.3000  0.009
69 H 5.0073 -3.1639 -0.1069  0.122
70 H 3.5173 -2.4377 0.2518  0.059
71 H 6.1535 -1.4168 1.5383  0.092
72 H 5.2353 -2.7571 2.2156  0.088
73 H 4.5207 -1.1189 2.1020  0.056
74 H 5.2122 0.9122 -1.8785  0.017
75 H 5.4274 -0.2202 -3.2533  0.077
76 H 6.8202 0.5384 -2.4514  0.090
77 O 4.7335 -1.4760 4.8713  0.090
78 C 3.9839 -1.9560 5.6774  -0.545
79 O 2.6876 -2.1372 5.4996  0.013
80 C 2.1256 -1.8355 4.2199  -0.209
81 C 1.0809 -2.8892 3.8691  -0.095
82 C 4.4881 -2.6576 6.9283  0.023
83 H 2.8538 -1.8491 3.4137  0.085
84 H 1.6314 -0.8660 4.2857  0.120
85 H 0.4701 -3.2130 4.7134  0.076
86 H 1.4946 -3.8074 3.4434  0.058
87 H 0.3981 -2.5208 3.1017  0.014
88 H 5.3165 -3.2922 6.6045  0.087
89 H 3.7431 -3.3597 7.2968  0.080
90 H 4.8852 -2.0169 7.7095  0.084
91 Br -4.2478 4.3538 -0.3371  0.622
92 C -2.6201 4.2945 0.8425  -0.632
93 C -1.7653 5.5326 0.6329  -0.654
94 Br -0.0349 5.1687 1.4438  0.669
95 H -2.1670 3.4170 0.4071  -0.006
96 H -2.9690 4.1892 1.8599  0.059
97 H -2.2074 6.3729 1.1607  0.059
98 H -1.6389 5.8046 -0.4063  0.046
99 Br 4.3107 2.2971 0.4492  0.676
100 C 3.7350 2.3779 2.3351  -0.642
101 C 3.2237 3.7986 2.6205  -0.661
102 Br 1.7902 3.6903 3.9632  0.590
103 H 4.6199 2.1263 2.9062  0.059
104 H 2.9367 1.6702 2.5431  0.020
105 H 2.9208 4.3672 1.7502  0.015
106 H 4.0412 4.3169 3.1172  0.053
107 Br 1.0239 -1.1969 0.7155  0.741
108 C 0.2753 0.4036 -0.1689  -0.615
109 C 0.5060 1.6171 0.6782  -0.653
110 Br -0.5527 1.4009 2.3169  0.661
111 H -0.7822 0.2191 -0.3276  0.054
112 H 0.8174 0.4401 -1.1099  0.033
113 H 0.1094 2.4741 0.1333  0.007
114 H 1.5387 1.8257 0.9300  0.002
115 Br -0.6316 -4.1401 -1.6467  0.623
116 C -0.0488 -4.7916 0.1139  -0.691
117 C -1.2556 -5.1076 0.9671  -0.666
118 Br -0.6924 -6.1278 2.5551  0.611
119 H 0.6456 -4.0625 0.5099  -0.003
120 H 0.4658 -5.7173 -0.1249  0.043
121 H -1.9635 -5.7624 0.4781  0.046
122 H -1.7045 -4.2123 1.3808  0.035

[2]
Entry from the OMol25 dataset: a cluster of 11 separate species, C34H68O26S5 in total at a distorted geometry (ωB97M-V with the def2-TZVPD basis set).

The value obtained for the HOMO energy (alpha / beta) is -11.27 / -11.27 eV. Its multiplicity is 2. As for the charge: +1. Its HOMO-LUMO gap (alpha / beta) is 8.6 / 2.5 eV. The lowest unoccupied orbital energy (alpha / beta) comes out at -2.692 / -8.751 eV. As for the expectation value of S²: 0.754. The total energy comes out at -5282.6728 hartree.

Last column: Löwdin charge in e.
Atoms and positions in Å:
1 C 19.6130 13.4915 -9.5307  -0.191
2 C 19.6180 13.6985 -10.9620  -0.206
3 C 19.0304 15.1267 -11.1124  -0.194
4 O 19.3152 15.7798 -9.8424  -0.137
5 C 20.0662 14.8335 -8.9782  -0.142
6 H 20.3483 12.7181 -9.3084  0.121
7 H 18.6933 13.1138 -9.0841  0.125
8 H 18.9958 13.0228 -11.5488  0.089
9 H 20.5809 13.6905 -11.4727  0.117
10 H 17.9666 14.9314 -11.2476  0.093
11 H 19.4952 15.6805 -11.9280  0.110
12 H 19.8619 15.0030 -7.9210  0.115
13 H 21.1182 15.1179 -8.9530  0.119
14 C 12.7703 15.0863 -11.1938  -0.118
15 C 12.8538 13.7861 -11.9671  -0.122
16 C 14.2389 13.7395 -12.5946  -0.084
17 O 14.7449 15.0550 -12.6023  0.130
18 C 13.8265 15.9411 -11.8720  -0.050
19 H 12.9218 14.8652 -10.1373  0.132
20 H 11.8752 15.7082 -11.1802  0.140
21 H 12.1303 13.6746 -12.7747  0.129
22 H 12.4753 12.9774 -11.3420  0.139
23 H 14.2038 13.2493 -13.5676  0.164
24 H 14.8859 13.0950 -11.9995  0.185
25 H 13.3845 16.5702 -12.6446  0.169
26 H 14.4536 16.5058 -11.1821  0.160
27 C 21.0963 8.8790 -13.8477  -0.170
28 C 20.8203 10.1633 -14.6481  -0.165
29 C 21.4580 11.2372 -13.7679  -0.205
30 O 22.6053 10.6140 -13.1964  -0.141
31 C 22.2721 9.2164 -12.9004  -0.146
32 H 21.2946 7.9588 -14.3972  0.105
33 H 20.2449 8.5777 -13.2374  0.103
34 H 19.7790 10.4849 -14.6667  0.080
35 H 21.2256 10.0899 -15.6573  0.123
36 H 20.9046 11.6218 -12.9112  0.108
37 H 21.6635 12.1231 -14.3688  0.115
38 H 21.9592 9.1985 -11.8564  0.113
39 H 23.0841 8.4959 -12.9990  0.118
40 C 12.1992 13.6782 -20.8159  -0.168
41 C 13.4570 14.3954 -21.0799  -0.189
42 C 14.1722 14.4521 -19.7610  -0.213
43 O 13.1322 14.3108 -18.8300  -0.133
44 C 11.8750 14.2556 -19.4949  -0.215
45 H 12.4141 12.6151 -20.7082  0.112
46 H 11.4283 13.9261 -21.5455  0.131
47 H 13.2988 15.4362 -21.3625  0.128
48 H 14.1650 14.0084 -21.8128  0.109
49 H 14.8447 15.3056 -19.6746  0.118
50 H 14.7626 13.5421 -19.6542  0.102
51 H 11.4342 15.2488 -19.5812  0.125
52 H 11.1429 13.7280 -18.8835  0.110
53 C 17.7037 11.9705 -21.0056  -0.175
54 C 18.1114 13.2047 -20.2911  -0.220
55 C 18.1806 14.2792 -21.3275  -0.193
56 O 17.0601 14.0133 -22.1652  -0.128
57 C 16.8448 12.5828 -22.1496  -0.166
58 H 17.1243 11.2986 -20.3724  0.103
59 H 18.5740 11.4298 -21.3775  0.113
60 H 19.1014 12.9921 -19.8877  0.118
61 H 17.4088 13.5276 -19.5229  0.088
62 H 19.0789 14.3898 -21.9350  0.127
63 H 18.0069 15.2656 -20.8974  0.109
64 H 17.3584 12.1607 -23.0134  0.119
65 H 15.8463 12.2433 -21.8743  0.108
66 C 17.5686 18.5091 -17.5826  -0.107
67 C 18.0019 17.0708 -17.0236  -0.166
68 C 17.3006 16.0870 -17.8473  -0.254
69 O 17.1256 16.7702 -19.0555  -0.152
70 C 16.7683 18.1433 -18.8298  -0.149
71 H 18.4642 19.0980 -17.7804  0.108
72 H 16.9833 19.0580 -16.8449  0.096
73 H 17.9576 17.0890 -15.9347  0.084
74 H 19.0568 16.9346 -17.2618  0.092
75 H 16.4142 15.8261 -17.2690  0.118
76 H 17.8578 15.1547 -17.9398  0.113
77 H 15.7488 18.0213 -18.4641  0.118
78 H 16.9244 18.7442 -19.7257  0.133
79 C 20.9328 15.6268 -15.3752  -0.173
80 C 22.4361 15.7790 -14.9650  -0.140
81 O 22.4668 17.1523 -14.5811  -0.234
82 S 21.2990 18.1441 -15.3440  0.780
83 O 21.4719 18.1668 -16.7778  -0.238
84 O 20.8954 19.3977 -14.6722  -0.221
85 O 20.2893 16.8603 -15.0711  -0.275
86 H 20.3565 14.8610 -14.8561  0.088
87 H 20.7490 15.3484 -16.4130  0.125
88 H 23.1948 15.6914 -15.7427  0.124
89 H 22.9282 15.1941 -14.1878  0.129
90 C 16.3858 12.0752 -16.3550  -0.169
91 C 17.9374 12.0352 -16.7887  -0.125
92 O 18.6648 12.7667 -15.8002  -0.222
93 S 17.7012 13.3819 -14.5854  0.766
94 O 18.1220 14.7767 -14.2264  -0.245
95 O 17.6546 12.3495 -13.5962  -0.237
96 O 16.3158 13.2333 -15.5955  -0.219
97 H 16.1083 11.2335 -15.7204  0.110
98 H 15.7830 12.0914 -17.2630  0.129
99 H 18.0888 12.5049 -17.7605  0.088
100 H 18.3032 11.0302 -16.9995  0.121
101 C 16.3042 18.2505 -13.3710  -0.188
102 C 17.2645 17.6958 -12.3048  -0.212
103 O 16.8584 18.3374 -11.1336  -0.185
104 S 16.4999 19.9250 -11.5555  0.785
105 O 17.5860 20.8029 -11.1567  -0.220
106 O 15.1193 20.2303 -11.0539  -0.277
107 O 16.4989 19.6244 -13.2029  -0.190
108 H 15.2436 18.0004 -13.3945  0.115
109 H 16.5826 18.1700 -14.4218  0.121
110 H 18.3286 17.8203 -12.5057  0.141
111 H 17.1424 16.6145 -12.2413  0.086
112 C 12.7756 10.2210 -17.1799  -0.200
113 C 11.6604 10.4149 -18.2502  -0.149
114 O 10.7023 11.2562 -17.6665  -0.194
115 S 11.0415 11.6515 -16.0943  0.722
116 O 9.9955 11.2792 -15.1773  -0.222
117 O 11.6274 13.0035 -16.1530  -0.269
118 O 12.2280 10.5338 -15.9495  -0.196
119 H 13.6855 10.8060 -17.3143  0.106
120 H 13.0308 9.1640 -17.1032  0.111
121 H 11.1585 9.4893 -18.5321  0.134
122 H 12.0874 10.8265 -19.1647  0.119
123 C 18.2665 7.3769 -16.8648  -0.242
124 C 18.1434 8.0102 -15.6004  -0.226
125 O 16.8974 8.6519 -15.6384  -0.197
126 S 15.8216 7.9795 -16.6884  0.807
127 O 15.4588 8.9436 -17.7657  -0.271
128 O 14.7452 7.3927 -15.8313  -0.241
129 O 17.0042 6.9078 -17.1489  -0.165
130 H 19.0069 6.5811 -16.7842  0.159
131 H 18.5236 8.0660 -17.6693  0.142
132 H 18.9476 8.7183 -15.4010  0.103
133 H 18.2791 7.2475 -14.8335  0.149